1.
Molecular formula: C12H20IrN3O
Method: DFT, ωB97M-V/def2-TZVPD

Output
F_max, eV/A: 5.59
E_LUMO (alpha / beta), eV: -2.310 / -5.917
Charge: +1
Multiplicity: 6
⟨S²⟩: 8.80
Gap between HOMO and LUMO (alpha / beta), eV: 5.656 / 5.769
DFT total energy, hartree: -812.48040

Structure (XYZ):
```
37
Properties=species:S:1:pos:R:3:lowdin_spin:R:1
C 4.96580 -0.63633 -0.86769 0.324
Ir 3.01771 -0.88387 -0.71576 1.776
N 2.01179 -2.53980 -1.38702 0.166
H 2.81365 -0.90932 0.91159 0.257
H 4.42443 -1.25353 -0.03463 0.054
H 5.52347 0.15482 -0.35479 0.029
H 4.30573 -0.13190 -1.62303 0.105
H 5.60669 -1.32266 -1.42426 0.019
H 1.31338 -2.25343 -2.08025 0.013
H 1.49182 -3.03005 -0.64494 0.016
H 2.61153 -3.22983 -1.83801 0.009
C -2.37675 2.20262 0.87101 0.008
N -1.20968 1.81160 0.11170 0.011
N -0.81152 0.52620 -0.00367 0.012
C 0.44801 0.50726 -0.55422 0.025
O 1.08928 -0.60073 -0.68202 0.155
C 0.76670 1.86037 -0.85042 0.016
C -0.27935 2.63909 -0.41004 -0.003
C -0.49136 4.10051 -0.45038 -0.001
C -1.59714 -0.58543 0.43554 0.086
C -2.95316 -0.67834 0.11982 0.350
C -3.73415 -1.68594 0.68018 0.501
C -3.14763 -2.62658 1.53308 0.065
C -1.77127 -2.58037 1.78801 0.381
C -0.98630 -1.56935 1.22218 0.539
H -2.66488 1.44074 1.60340 0.003
H -3.23166 2.41777 0.21319 0.001
H -2.14198 3.13405 1.40357 0.001
H 1.71215 2.14321 -1.28670 0.005
H -1.37916 4.37821 -1.02933 0.000
H -0.54188 4.57369 0.53627 0.000
H 0.36707 4.53085 -0.96788 0.000
H -3.40004 0.05590 -0.54052 0.013
H -4.79812 -1.73819 0.46701 0.025
H -3.75030 -3.41122 1.99871 -0.006
H -1.28849 -3.31765 2.43163 0.015
H 0.08561 -1.49238 1.41867 0.032
```

---

2.
Molecular formula: C54H70NO18P
Method: DFT, ωB97M-V/def2-TZVPD

Output
F_max, eV/A: 4.06
Structure (SMILES): CCCCO[C@@H](C)O[C@](CCCCOC(C)=O)([C@@H](C)CCC)[C@@](CCCC)(CP(=O)(O)O)NO.O=C1C=CC(=O)C=C1.O=C1C=CC(=O)C=C1.O=C1C=CC(=O)C=C1.O=C1C=CC(=O)C=C1.O=C1C=CC(=O)C=C1
E_LUMO, eV: -1.775
Gap between HOMO and LUMO, eV: 6.324
DFT total energy, hartree: -3849.88997

Structure (XYZ):
```
144
Properties=species:S:1:pos:R:3:mulliken_charge:R:1
C -5.00804 -0.05658 -4.42779 -1.120
C -3.70729 -0.87505 -4.67748 -0.410
C -2.56982 -0.13393 -3.94837 -0.060
C -1.18423 -0.65235 -4.38082 -0.893
O -0.09202 -0.13423 -3.65143 -0.303
C -0.14752 -0.32164 -2.23674 0.383
C -0.62113 -1.73963 -1.84267 -1.285
O 1.14540 -0.19184 -1.75404 -0.261
C 1.55042 1.02101 -1.11794 0.861
C 0.90525 2.26013 -1.79958 -1.290
C 1.62168 3.63436 -1.67175 -0.379
C 0.61377 4.73123 -1.19935 -0.552
C 1.16474 6.11280 -1.59206 -0.970
O 0.72217 6.49650 -2.90776 -0.402
C 1.72144 6.50733 -3.82215 0.857
C 1.55769 5.65676 -5.06709 -0.809
O 2.67841 7.15332 -3.70548 -0.522
C 3.07660 1.05571 -1.50307 0.809
C 3.84181 -0.19389 -1.01644 -1.567
C 3.26535 1.09540 -3.06965 -1.054
C 3.97489 2.38897 -3.57336 0.330
C 5.15614 2.06805 -4.54509 -1.448
C 1.33984 0.99492 0.44602 2.043
C 2.13397 2.17066 1.13193 -0.898
C 2.17797 2.15452 2.67962 -1.486
C 1.12290 3.04014 3.37536 -0.087
C 1.36028 2.92420 4.88974 -1.445
C -0.17242 1.30324 0.81411 -0.551
P -0.94099 0.28542 2.11301 0.261
O -1.36413 -1.04079 1.67183 -0.677
O -2.30625 1.07612 2.53465 -0.629
O -0.09849 0.15858 3.47155 -0.319
N 1.81396 -0.17044 1.12165 -0.236
O 1.34391 -1.39706 0.70432 -0.341
H -5.79018 -0.28989 -5.15043 0.344
H -4.73810 1.00254 -4.50099 0.386
H -5.32526 -0.20899 -3.39310 0.171
H -3.50251 -1.01900 -5.74031 0.385
H -3.86738 -1.83063 -4.16753 0.192
H -2.74946 -0.21396 -2.87482 0.195
H -2.61446 0.91617 -4.26047 0.278
H -1.05878 -0.27738 -5.40447 0.460
H -1.16846 -1.74440 -4.49737 0.279
H -0.91633 0.35803 -1.84588 0.194
H -1.69879 -1.85778 -2.00199 0.116
H -0.43947 -1.93860 -0.78833 0.258
H -0.15455 -2.47202 -2.50848 0.425
H 0.81015 2.08400 -2.87278 0.628
H -0.13078 2.43039 -1.48655 0.757
H 1.94807 3.97622 -2.65356 -0.670
H 2.46362 3.68341 -0.98227 0.778
H -0.27845 4.59713 -1.81948 0.496
H 0.41172 4.66815 -0.12849 0.185
H 0.72872 6.84549 -0.90309 0.425
H 2.24750 6.19066 -1.47196 0.389
H 0.73668 6.01517 -5.69503 0.331
H 1.39274 4.60220 -4.82503 0.118
H 2.45779 5.70168 -5.67639 0.315
H 3.61156 1.92699 -1.13011 0.191
H 4.78097 -0.35885 -1.55133 0.901
H 3.26588 -1.11854 -1.04301 -0.274
H 4.15419 -0.00229 0.01614 -0.183
H 3.94648 0.29292 -3.35702 0.754
H 2.33861 0.89636 -3.60963 0.095
H 4.40432 2.96842 -2.75264 0.295
H 3.29003 3.02588 -4.13838 -0.281
H 5.08687 2.68717 -5.44363 0.398
H 6.11840 2.26107 -4.06324 0.299
H 5.15658 1.02377 -4.86966 0.372
H 1.68467 3.12813 0.86430 -0.297
H 3.17182 2.21562 0.79015 0.141
H 3.12277 2.65127 2.94663 0.679
H 2.24032 1.17269 3.14455 0.508
H 1.19649 4.07715 3.03242 0.364
H 0.10152 2.69051 3.20845 0.177
H 0.62097 3.47833 5.47136 0.416
H 2.37750 3.23803 5.14687 0.416
H 1.27292 1.87015 5.16598 0.183
H -0.84520 1.21643 -0.04189 0.403
H -0.26441 2.34325 1.13218 0.264
H -3.01440 0.60695 2.06740 0.304
H -0.67343 0.27669 4.24858 0.222
H 2.76984 -0.15341 1.43729 0.345
H 1.28018 -1.97884 1.47131 0.372
C 8.53605 0.97042 3.43183 -0.434
C 7.38589 1.62517 3.29756 -0.372
C 6.65337 1.63457 2.00806 0.354
O 5.60357 2.23304 1.88425 -0.490
C 7.25044 0.88655 0.87670 -0.070
C 8.39981 0.23117 1.00992 -0.382
C 9.13351 0.22056 2.29819 0.274
O 10.18064 -0.37842 2.42357 -0.566
H 9.08639 0.95158 4.36402 0.414
H 6.93409 2.17649 4.11266 0.450
H 6.69840 0.90444 -0.05477 0.362
H 8.84950 -0.32094 0.19460 0.432
C 0.63191 -0.30824 9.58010 -0.390
C 0.23854 -0.04680 8.33654 -0.295
C -0.36808 1.25861 7.98015 0.477
O -0.72885 1.49790 6.84624 -0.488
C -0.51803 2.26209 9.06110 -0.382
C -0.12489 2.00146 10.30504 -0.372
C 0.48211 0.69554 10.66302 0.324
O 0.84245 0.45775 11.79539 -0.542
H 1.07600 -1.25495 9.86023 0.402
H 0.34056 -0.76622 7.53357 0.440
H -0.96212 3.20866 8.78018 0.422
H -0.22686 2.72091 11.10747 0.399
C 6.11913 -4.08114 1.67033 -0.477
C 5.96751 -5.39523 1.81114 -0.381
C 4.97547 -6.14679 1.00202 0.280
O 4.83598 -7.34394 1.13198 -0.555
C 4.16145 -5.37619 0.02991 -0.439
C 4.31328 -4.06174 -0.11109 -0.115
C 5.30480 -3.31176 0.69768 0.220
O 5.44345 -2.11318 0.56733 -0.295
H 6.83669 -3.51523 2.25156 0.445
H 6.55276 -5.97398 2.51449 0.407
H 3.44387 -5.94146 -0.55103 0.445
H 3.72742 -3.48252 -0.81408 0.468
C -7.47906 -2.89166 -1.91122 -0.218
C -8.54241 -2.57041 -1.17964 -0.417
C -8.39554 -1.99017 0.17745 0.178
O -9.36565 -1.69971 0.84657 -0.570
C -7.01793 -1.77959 0.68807 -0.401
C -5.95420 -2.10068 -0.04376 -0.554
C -6.10265 -2.68155 -1.40177 0.287
O -5.13062 -2.97150 -2.06707 -0.548
H -7.56814 -3.31653 -2.90289 0.503
H -9.55127 -2.71608 -1.53678 0.647
H -6.93181 -1.35493 1.68048 0.416
H -4.94024 -1.95651 0.31059 0.652
C -10.94898 -6.10890 -4.21304 -0.435
C -11.59626 -7.25433 -4.01631 -0.394
C -12.04236 -7.66372 -2.66132 0.283
O -12.63029 -8.70774 -2.48087 -0.536
C -11.73972 -6.74514 -1.53551 -0.479
C -11.09248 -5.59993 -1.73295 -0.173
C -10.64731 -5.19227 -3.08774 0.601
O -10.05774 -4.14578 -3.26915 -0.510
H -10.61494 -5.79320 -5.19326 0.409
H -11.82618 -7.93604 -4.82520 0.400
H -12.07340 -7.06006 -0.55501 0.415
H -10.86278 -4.91815 -0.92338 0.425
```

---

3.
Molecular formula: C3H14NO3
Method: DFT, ωB97M-V/def2-TZVPD

Output
Energy above the lowest of the compared OMol25 structures with the same formula, charge and spin, kJ/mol: 72.8
F_max, eV/A: 1.75
E_LUMO, eV: -2.931
Charge: +1
Gap between HOMO and LUMO, eV: 11.065
DFT total energy, hartree: -402.92886

Structure (XYZ):
```
21
Properties=species:S:1:pos:R:3:nbo_charge:R:1
C 0.33098 2.53741 1.96818 -0.672
C 0.35750 1.05865 1.78870 -0.124
C 0.57180 0.46500 0.62499 -0.089
N 0.51203 -1.01280 0.55896 -0.748
H -0.32574 3.08161 1.27920 0.241
H -0.02852 2.86374 2.93265 0.242
H 1.37166 2.89223 1.88742 0.247
H 0.21170 0.41823 2.64418 0.210
H 0.80527 0.90683 -0.32120 0.239
H 1.18468 -1.58766 1.05775 0.434
H -0.45874 -1.35238 0.78031 0.465
H 0.50965 -1.24735 -0.45739 0.478
H -2.58413 -2.35193 0.99799 0.499
H -2.77342 -0.87640 1.13413 0.505
O -2.20340 -1.51883 0.69047 -0.961
H -1.32242 -2.36034 -1.45358 0.491
H -0.47229 -1.91116 -2.63820 0.501
O -0.40948 -2.23904 -1.74141 -0.962
H 2.08205 1.38156 -3.46033 0.484
H 1.03911 2.23461 -2.77549 0.475
O 1.28446 1.32159 -2.90454 -0.956
```

---

4.
Molecular formula: C2H3BrFNO2
Method: DFT, ωB97M-V/def2-TZVPD

Output
Energy above the lowest of the compared OMol25 structures with the same formula, charge and spin, kJ/mol: 89.1
F_max, eV/A: 3.30
Structure (SMILES): C=C(F)Br.O=NO
E_LUMO, eV: 0.081
Gap between HOMO and LUMO, eV: 10.058
DFT total energy, hartree: -2956.97664

Structure (XYZ):
```
10
Properties=species:S:1:pos:R:3:nbo_charge:R:1
C -0.93102 1.23457 0.43924 -0.501
C -1.81900 0.23743 0.48396 0.343
N 1.99519 -1.53321 0.14540 0.359
O 2.98725 -1.17932 0.69092 -0.260
O 1.67922 -2.91701 0.27368 -0.587
F -2.95152 0.28772 1.15314 -0.304
Br -1.43945 -1.50726 -0.24189 0.013
H 0.89424 -3.19716 -0.22976 0.489
H 0.00338 1.33464 -0.06371 0.234
H -1.05143 2.11914 0.91807 0.215
```

---

5.
Molecular formula: C24H26N4O4S
Method: DFT, ωB97M-V/def2-TZVPD

Output
Energy above the lowest of the compared OMol25 structures with the same formula, charge and spin, kJ/mol: 118.0
F_max, eV/A: 1.22
Structure (SMILES): CCOCCCNC(=O)c1ccc(Cn2c(=S)[nH]c3c([nH]c4ccc(OC)cc43)c2=O)cc1
E_LUMO, eV: 0.047
Gap between HOMO and LUMO, eV: 7.976
DFT total energy, hartree: -1848.38558

Structure (XYZ):
```
59
Properties=species:S:1:pos:R:3:nbo_charge:R:1
C 10.13576 -1.95375 1.42872 -0.618
C 9.12456 -0.99464 0.82035 -0.059
O 8.48596 -1.64776 -0.25684 -0.536
C 7.70646 -0.82103 -1.08228 -0.051
C 6.39002 -0.36131 -0.44544 -0.432
H 6.59980 0.27682 0.41694 0.190
H 5.84141 -1.23812 -0.09744 0.215
C 5.53887 0.41350 -1.45043 -0.226
N 4.29095 0.84474 -0.86900 -0.608
C 3.08339 0.46656 -1.35544 0.668
O 2.96017 -0.22025 -2.35046 -0.623
C 1.91462 0.99334 -0.59036 -0.141
C 1.92764 1.15424 0.79122 -0.202
C 0.80847 1.63192 1.44756 -0.182
C -0.33621 1.96613 0.73781 -0.035
C -0.35405 1.79377 -0.64144 -0.165
C 0.75673 1.30251 -1.29736 -0.171
H 0.74853 1.15239 -2.36629 0.232
H -1.24188 2.04917 -1.20159 0.209
C -1.55532 2.49695 1.44558 -0.256
N -2.74926 1.73816 1.09614 -0.436
C -2.88593 0.48688 1.64148 0.284
S -1.80338 -0.15606 2.70542 -0.216
N -3.97824 -0.24992 1.29882 -0.545
C -4.92505 0.23318 0.44134 0.139
C -4.77473 1.50346 -0.09313 -0.020
N -5.83665 1.77716 -0.91396 -0.492
C -6.67183 0.69917 -0.91470 0.142
C -7.87617 0.49157 -1.58339 -0.208
C -8.51741 -0.70592 -1.39568 -0.227
C -7.99397 -1.71404 -0.55635 0.293
C -6.80139 -1.52276 0.11166 -0.304
C -6.13480 -0.30568 -0.06879 -0.051
H -6.37793 -2.27452 0.75771 0.218
O -8.75782 -2.83797 -0.48242 -0.491
C -8.31460 -3.89915 0.32804 -0.253
H -7.34938 -4.28822 -0.01196 0.176
H -9.06934 -4.67778 0.23282 0.204
H -8.23728 -3.59762 1.37777 0.176
H -9.45239 -0.91585 -1.88961 0.230
H -8.29109 1.25006 -2.22831 0.221
H -5.95523 2.63861 -1.41943 0.432
C -3.65148 2.34602 0.21226 0.653
O -3.46602 3.46713 -0.22066 -0.604
H -4.05229 -1.16789 1.71409 0.436
H -1.41668 2.45230 2.52834 0.237
H -1.74966 3.52847 1.13639 0.258
H 0.81896 1.73389 2.52232 0.219
H 2.79625 0.87223 1.36929 0.210
H 4.33418 1.44598 -0.06231 0.394
H 6.09704 1.28395 -1.81649 0.186
H 5.27848 -0.22022 -2.30139 0.237
H 8.28976 0.05996 -1.39629 0.155
H 7.48880 -1.42782 -1.96518 0.190
H 8.39074 -0.69496 1.58329 0.158
H 9.63052 -0.08586 0.45675 0.157
H 9.62853 -2.85026 1.77319 0.213
H 10.87095 -2.23950 0.68183 0.211
H 10.63985 -1.48138 2.26732 0.208
```